[1]
Molecular formula: C43H55N8O6S4SiZr
Method: DFT, the ωB97M-V functional and the def2-TZVPD basis

Structure (XYZ):
```
118
C43H55N8O6S4SiZr the ωB97M-V functional and the def2-TZVPD basis
Zr 0.60 -0.32 -0.52
O 0.55 2.42 2.65
C 0.37 1.86 1.46
O 0.81 0.63 1.28
C -0.29 2.49 0.46
C -0.51 3.90 0.32
C -0.63 4.45 -0.91
C -0.38 3.60 -2.05
C -0.32 2.27 -1.94
N -0.66 1.62 -0.68
C 0.14 1.32 -2.98
O 0.48 1.64 -4.10
O 0.16 0.08 -2.52
H 1.39 2.08 3.01
H -0.51 4.51 1.21
H -0.77 5.51 -1.04
H -0.13 4.03 -3.01
C -2.46 -0.61 3.07
C -1.70 -1.82 2.64
N -0.57 -1.79 2.00
C -0.05 -3.05 1.82
C -0.83 -4.06 2.30
S -2.23 -3.41 3.03
C 1.30 -3.19 1.29
C 2.03 -4.33 1.39
S 3.63 -4.04 0.88
C 3.25 -2.41 0.55
N 1.99 -2.10 0.78
C 4.33 -1.52 0.06
H -1.90 0.27 2.78
H -2.59 -0.60 4.15
H -3.45 -0.58 2.61
H -0.65 -5.12 2.28
H 1.72 -5.27 1.80
H 5.30 -1.91 0.37
H 4.22 -0.51 0.46
H 4.32 -1.46 -1.03
C -4.73 5.24 0.12
C -4.53 4.77 -1.17
C -3.89 3.56 -1.37
C -3.42 2.81 -0.28
C -3.65 3.29 1.01
C -4.30 4.50 1.21
Si -2.47 1.25 -0.57
C -3.15 0.35 -2.05
C -2.86 0.56 -3.40
C -3.51 -0.15 -4.39
C -4.49 -1.08 -4.06
C -4.82 -1.28 -2.73
C -4.16 -0.57 -1.74
H -5.24 6.19 0.28
H -4.88 5.34 -2.02
H -3.75 3.19 -2.38
H -3.30 2.73 1.87
H -4.47 4.86 2.22
H -2.48 0.37 0.61
H -2.13 1.30 -3.71
H -3.26 0.03 -5.43
H -5.00 -1.64 -4.83
H -5.59 -1.99 -2.45
H -4.42 -0.76 -0.70
C 5.24 -1.16 4.66
N 4.76 0.15 4.25
C 3.75 0.38 3.39
S 3.73 1.76 2.41
N 2.75 -0.52 3.31
C 2.29 -1.43 4.35
H 6.33 -1.15 4.67
H 4.92 -1.92 3.95
H 4.89 -1.45 5.66
H 5.42 0.91 4.29
H 2.07 -0.30 2.59
H 2.68 -2.44 4.24
H 1.20 -1.47 4.30
H 2.57 -1.05 5.33
O 1.32 -2.23 -1.83
C 0.17 -2.71 -1.73
C -0.38 -3.94 -2.39
C -1.80 -4.00 -1.84
C -1.89 -2.84 -0.85
O -2.80 -2.61 -0.10
N -0.71 -2.09 -0.94
H 0.24 -4.80 -2.13
H -0.33 -3.81 -3.47
H -2.04 -4.93 -1.31
H -2.57 -3.85 -2.60
C 6.60 4.13 -4.31
C 5.29 3.77 -5.00
C 5.19 2.30 -5.40
C 5.30 1.34 -4.22
N 4.26 1.56 -3.21
C 3.33 0.70 -2.77
S 2.77 1.06 -1.16
N 2.91 -0.34 -3.46
C 2.81 -0.50 -4.92
C 3.07 -1.94 -5.34
C 4.52 -2.43 -5.25
C 5.06 -2.61 -3.83
H 6.71 5.21 -4.21
H 7.46 3.77 -4.88
H 6.67 3.71 -3.30
H 5.17 4.38 -5.90
H 4.44 4.04 -4.36
H 5.99 2.06 -6.10
H 4.24 2.13 -5.92
H 6.26 1.47 -3.71
H 5.26 0.30 -4.54
H 4.39 2.35 -2.61
H 2.23 -0.91 -2.97
H 3.48 0.19 -5.42
H 1.80 -0.20 -5.18
H 2.73 -2.03 -6.37
H 2.43 -2.60 -4.74
H 5.17 -1.75 -5.82
H 4.58 -3.39 -5.77
H 5.16 -1.67 -3.30
H 6.04 -3.09 -3.85
H 4.39 -3.25 -3.25
```

HOMO-LUMO gap: 0.248 hartree
Largest force on an atom: 0.01285 Eh/bohr
Total charge: +1
E_LUMO: -2.622 eV

Löwdin population analysis, charges in e, atoms 1 to 2:
1 Zr 1.777
2 O 0.093


[2]
Molecular formula: C58H47ClMoNO6P2S3
Method: DFT, the ωB97M-V functional and the def2-TZVPD basis

Structure (XYZ):
```
119
C58H47ClMoNO6P2S3 the ωB97M-V functional and the def2-TZVPD basis
Mo -0.52 -0.38 0.18
O 1.08 -0.42 -2.77
S -0.23 -0.75 -2.18
C -0.22 -2.55 -2.41
C -1.24 -3.37 -2.85
C -1.00 -4.68 -3.31
C 0.29 -5.12 -3.38
C 0.89 -6.38 -3.92
C 2.42 -6.23 -3.68
C 2.56 -4.94 -2.92
C 3.64 -4.31 -2.35
C 3.40 -3.17 -1.56
C 2.15 -2.59 -1.41
P 1.87 -1.47 0.05
C 3.63 -1.14 0.56
C 4.26 0.06 0.24
C 5.57 0.29 0.62
C 6.29 -0.68 1.30
C 5.67 -1.88 1.62
C 4.36 -2.10 1.26
C 1.57 -2.74 1.34
C 1.72 -4.11 1.18
C 1.52 -4.95 2.27
C 1.15 -4.43 3.50
C 1.00 -3.06 3.66
C 1.23 -2.22 2.59
C 1.07 -3.10 -2.18
C 1.30 -4.33 -2.81
C -1.37 0.07 -3.31
C -2.49 -0.51 -3.85
C -3.37 0.18 -4.69
C -3.09 1.48 -5.00
C -3.83 2.50 -5.81
C -2.94 3.76 -5.79
C -1.78 3.39 -4.91
C -0.70 4.11 -4.51
C 0.16 3.52 -3.58
C 0.02 2.24 -3.07
P 1.15 1.84 -1.66
C 1.04 3.47 -0.79
C -0.15 4.19 -0.73
C -0.22 5.36 0.01
C 0.87 5.80 0.74
C 2.04 5.06 0.73
C 2.13 3.90 -0.03
C 2.79 2.04 -2.52
C 3.52 0.89 -2.80
C 4.75 0.96 -3.43
C 5.26 2.19 -3.81
C 4.55 3.34 -3.54
C 3.33 3.27 -2.88
C -1.04 1.43 -3.57
C -1.93 2.07 -4.46
H -2.26 -3.03 -2.83
H -1.84 -5.28 -3.63
H 0.67 -6.51 -4.98
H 0.49 -7.25 -3.40
H 2.96 -6.16 -4.63
H 2.83 -7.07 -3.13
H 4.64 -4.70 -2.43
H 4.24 -2.76 -1.04
H 3.72 0.82 -0.31
H 6.05 1.23 0.37
H 7.32 -0.51 1.58
H 6.22 -2.64 2.16
H 3.91 -3.05 1.52
H 2.01 -4.53 0.23
H 1.65 -6.01 2.15
H 0.99 -5.09 4.34
H 0.71 -2.64 4.61
H 1.14 -1.15 2.70
H -2.74 -1.52 -3.60
H -4.26 -0.31 -5.06
H -4.81 2.68 -5.35
H -4.01 2.15 -6.83
H -3.46 4.62 -5.39
H -2.60 4.02 -6.80
H -0.52 5.12 -4.84
H 0.96 4.14 -3.21
H -1.02 3.85 -1.25
H -1.14 5.92 0.04
H 0.81 6.71 1.32
H 2.90 5.38 1.32
H 3.06 3.35 -0.06
H 3.13 -0.08 -2.52
H 5.32 0.06 -3.62
H 6.21 2.24 -4.32
H 4.94 4.31 -3.83
H 2.83 4.19 -2.62
N 1.76 1.04 1.95
C 0.77 1.88 2.60
C -0.39 2.24 1.62
O -1.11 3.18 1.90
O -0.41 1.54 0.55
H 2.51 0.83 2.60
H 2.16 1.54 1.16
H 1.17 2.85 2.94
H 0.35 1.35 3.45
Cl -2.75 0.02 -0.56
S -1.56 -3.71 0.50
C -0.96 -2.30 0.23
C -2.73 -0.36 8.54
C -2.62 -0.35 7.05
C -2.44 0.83 6.34
C -2.41 0.83 4.96
C -2.56 -0.36 4.27
C -2.73 -1.55 4.95
C -2.76 -1.54 6.34
S -2.48 -0.32 2.49
O -3.02 0.95 2.08
O -3.09 -1.52 1.98
O -0.98 -0.37 2.25
H -2.57 0.63 8.95
H -2.03 -1.06 8.99
H -3.74 -0.68 8.82
H -2.31 1.77 6.87
H -2.30 1.74 4.38
H -2.86 -2.46 4.39
H -2.89 -2.47 6.88
```

2S+1: 4
HOMO-LUMO gap (spin up / spin down): 0.256 / 0.226 hartree
Largest force on an atom: 0.06694 Eh/bohr
E_LUMO (spin up / spin down): -0.436 / -1.586 eV

Löwdin population analysis, charges in e, atoms 1 to 2:
1 Mo 1.083
2 O -0.542


[3]
Molecular formula: C5H10BrNO2
Method: DFT, the ωB97M-V functional and the def2-TZVPD basis

Structure (XYZ):
```
19
C5H10BrNO2 the ωB97M-V functional and the def2-TZVPD basis
C -0.79 1.61 -0.63
C -1.35 -0.82 -0.52
C 0.45 0.03 1.71
C -0.23 0.19 -0.78
C 0.91 -0.06 0.19
N 1.54 -1.34 -0.12
O 1.37 -2.34 0.61
O 2.12 -1.36 -1.18
Br 2.45 1.11 0.00
H -1.30 1.82 0.26
H -1.37 1.81 -1.42
H 0.02 2.21 -0.75
H -2.26 -0.52 0.04
H -1.72 -0.89 -1.62
H -0.94 -1.77 -0.26
H 1.14 -0.64 2.19
H 0.49 1.03 2.23
H -0.66 -0.27 1.81
H 0.15 0.20 -1.76
```

2S+1: 3
HOMO-LUMO gap (spin up / spin down): 0.323 / 0.256 hartree
Largest force on an atom: 0.13702 Eh/bohr
E_LUMO (spin up / spin down): 0.798 / -3.408 eV

natural (NBO) population analysis, charges in e, atoms 1 to 2:
1 C -0.593
2 C -0.631


[4]
Molecular formula: C5H10O2
Method: DFT, the ωB97M-V functional and the def2-TZVPD basis

Structure (XYZ):
```
17
C5H10O2 the ωB97M-V functional and the def2-TZVPD basis
C -1.00 -1.42 -0.14
O -1.23 -1.63 1.25
C 0.44 -1.05 -0.47
C 1.12 -0.09 0.55
C 0.60 1.29 0.51
C -0.46 1.85 -0.27
O -0.86 3.01 -0.19
H -1.25 -2.37 -0.61
H -1.69 -0.68 -0.55
H -1.63 -0.84 1.62
H 1.03 -1.97 -0.53
H 0.53 -0.71 -1.51
H 1.14 -0.53 1.54
H 2.17 -0.15 0.24
H 1.20 2.09 0.95
H 0.93 2.04 -1.49
H -1.03 1.16 -0.92
```

HOMO-LUMO gap: 0.268 hartree
Largest force on an atom: 0.07414 Eh/bohr
E_LUMO: -1.732 eV

natural (NBO) population analysis, charges in e, atoms 1 to 2:
1 C -0.073
2 O -0.722


What is the largest force on an atom in the third record?
0.13702 Eh/bohr


The lowest largest force on an atom belongs to which entry?
C43H55N8O6S4SiZr


The highest largest force on an atom belongs to which entry?
C5H10BrNO2


What is the largest force on an atom in the third record?
0.13702 Eh/bohr